1.
C16H37AsCl8F6NO3 as an isolated structure in a non-equilibrium geometry, computed with ωB97M-V with the def2-TZVPD basis set.

Properties
HOMO-LUMO gap	9.457	eV
lowest unoccupied orbital energy	2.196	eV

The geometry in ORCA input format:
```
! RIJCOSX wB97M-V def2-TZVPD def2/J DEFGRID3
* xyz -1 1
As -3.715 -9.900 -21.735
F -2.927 -8.717 -22.813
F -3.465 -8.765 -20.424
F -4.320 -11.094 -20.602
F -3.898 -10.975 -23.084
F -2.077 -10.483 -21.460
F -5.309 -9.224 -21.971
Cl -8.095 -11.467 -23.445
C -7.030 -12.823 -23.975
C -6.745 -12.665 -25.468
Cl -5.719 -11.240 -25.681
H -7.603 -13.725 -23.766
H -6.151 -12.861 -23.340
H -7.685 -12.473 -25.981
H -6.249 -13.526 -25.909
Cl -7.852 -5.260 -23.732
C -7.578 -6.993 -23.644
C -6.430 -7.479 -24.495
Cl -6.734 -7.370 -26.236
H -8.477 -7.513 -23.968
H -7.341 -7.249 -22.612
H -6.260 -8.551 -24.363
H -5.446 -7.105 -24.203
Cl -5.732 -9.566 -16.137
C -5.481 -9.516 -17.913
C -6.091 -8.316 -18.574
Cl -5.529 -6.738 -17.880
H -5.945 -10.432 -18.282
H -4.446 -9.679 -18.205
H -7.176 -8.254 -18.570
H -5.805 -8.297 -19.625
Cl -5.517 -15.712 -23.471
C -3.717 -15.627 -23.461
C -3.278 -14.229 -23.909
Cl -1.514 -14.060 -23.619
H -3.290 -16.372 -24.129
H -3.381 -15.844 -22.452
H -3.738 -13.539 -23.208
H -3.476 -14.077 -24.963
C 1.110 -11.649 -23.582
C 1.586 -11.445 -22.146
C 1.424 -9.969 -21.795
O 0.678 -12.199 -21.348
H 1.178 -12.669 -23.961
H 1.795 -11.070 -24.219
H 0.090 -11.288 -23.709
H 2.598 -11.846 -22.072
H 1.537 -9.837 -20.716
H 0.451 -9.566 -22.068
H 2.243 -9.415 -22.264
H -0.198 -11.800 -21.298
C -3.220 -5.231 -21.805
C -2.147 -5.483 -22.888
C -0.895 -6.108 -22.278
O -2.704 -6.355 -23.853
H -4.106 -4.771 -22.245
H -2.876 -4.546 -21.027
H -3.496 -6.194 -21.373
H -1.909 -4.572 -23.446
H -1.301 -6.892 -21.633
H -0.284 -5.415 -21.701
H -0.307 -6.557 -23.078
H -2.996 -7.191 -23.420
O -1.645 -9.047 -28.267
C -1.829 -8.653 -27.121
N -1.800 -7.327 -26.853
C -1.995 -9.553 -25.920
H -1.852 -6.740 -27.666
H -1.841 -6.951 -25.919
H -2.128 -9.018 -24.983
H -1.152 -10.243 -25.854
H -2.828 -10.250 -26.027
*
```

---

2.
C43H39Cl4F3O8 as an isolated structure in a non-equilibrium geometry, computed with ωB97M-V with the def2-TZVPD basis set.

Properties
HOMO-LUMO gap	7.801	eV
energy above the lowest of the compared OMol25 structures with the same formula, charge and spin	0.0	kJ/mol
lowest unoccupied orbital energy	-0.012	eV

The geometry in ORCA input format:
```
! RIJCOSX wB97M-V def2-TZVPD def2/J DEFGRID3
* xyz 0 1
F -1.539 -1.619 4.585
C -1.460 -2.878 4.153
C -0.605 -3.108 3.045
C -0.683 -4.406 2.505
C -1.563 -5.338 3.045
C -2.396 -5.062 4.108
C -2.352 -3.854 4.721
H 0.017 -2.296 2.697
H -0.075 -4.625 1.639
H -1.592 -6.303 2.562
H -3.137 -5.781 4.426
H -2.963 -3.458 5.519
F -2.478 2.271 -4.790
C -2.982 3.029 -3.711
C -2.649 4.382 -3.718
C -3.030 5.075 -2.555
C -3.741 4.378 -1.519
C -4.117 3.040 -1.582
C -3.662 2.308 -2.705
H -2.200 4.849 -4.582
H -2.822 6.126 -2.422
H -4.055 5.063 -0.745
H -4.693 2.521 -0.829
H -3.925 1.275 -2.882
F -6.284 -1.078 2.184
C -5.277 -0.383 2.770
C -4.452 0.334 1.950
C -3.417 1.045 2.493
C -3.245 1.017 3.871
C -4.088 0.303 4.733
C -5.102 -0.422 4.141
H -4.623 0.227 0.889
H -2.821 1.704 1.879
H -2.568 1.705 4.356
H -4.010 0.399 5.806
H -5.765 -1.013 4.756
C 0.509 4.593 -1.429
C -0.135 4.847 -0.244
C -0.100 6.131 0.263
C 0.604 7.086 -0.349
C 1.377 6.834 -1.451
C 1.258 5.588 -2.057
O 1.717 5.325 -3.331
O -0.710 6.464 1.415
H 0.361 3.646 -1.927
H -0.643 4.043 0.267
H 0.675 8.032 0.167
H 1.960 7.610 -1.925
H 1.711 6.101 -3.896
H -0.242 6.019 2.126
C -0.403 -7.178 -0.406
C -0.178 -6.021 -1.145
C 1.021 -5.432 -1.125
C 2.033 -5.823 -0.248
C 1.747 -6.907 0.621
C 0.571 -7.569 0.511
O 0.385 -8.711 1.194
O 1.240 -4.418 -2.005
H -1.352 -7.692 -0.409
H -0.976 -5.616 -1.749
H 3.003 -5.348 -0.281
H 2.554 -7.222 1.266
H 1.152 -8.790 1.767
H 0.531 -4.335 -2.647
C 2.698 -1.722 -3.309
C 2.905 -0.359 -3.358
C 4.196 0.181 -3.286
C 5.295 -0.653 -2.975
C 5.032 -2.012 -2.942
C 3.789 -2.538 -3.134
O 3.575 -3.880 -3.207
O 4.513 1.535 -3.238
H 1.703 -2.141 -3.286
H 2.129 0.366 -3.553
H 6.292 -0.239 -2.998
H 5.837 -2.717 -2.791
H 2.707 -4.116 -2.873
H 3.807 2.116 -3.531
C 2.861 1.189 0.014
C 1.846 1.429 0.953
C 2.056 2.281 2.006
C 3.264 2.968 2.162
C 4.228 2.841 1.213
C 4.049 1.929 0.131
O 5.131 1.794 -0.755
O 1.102 2.398 2.934
H 2.638 0.488 -0.777
H 0.815 1.121 0.855
H 3.401 3.577 3.044
H 5.145 3.395 1.349
H 4.892 1.664 -1.675
H 0.806 1.574 3.328
C -1.193 -0.604 -0.835
Cl -0.664 1.029 -1.453
Cl -1.004 -0.754 0.896
Cl -2.901 -0.938 -1.190
Cl -0.266 -1.889 -1.488
*
```

---

3.
C40H40AsBrF4PRbS3 as an isolated structure in a non-equilibrium geometry, computed with ωB97M-V with the def2-TZVPD basis set.

Properties
HOMO-LUMO gap (spin up / spin down)	3.325 / 3.318	eV
energy above the lowest of the compared OMol25 structures with the same formula, charge and spin	10.7	kJ/mol
lowest unoccupied orbital energy (spin up / spin down)	3.203 / 3.204	eV

The geometry in ORCA input format:
```
! RIJCOSX wB97M-V def2-TZVPD def2/J DEFGRID3
* xyz -2 1
Rb -0.672 -1.414 0.452
C -2.112 0.044 4.169
C -1.715 -1.298 4.771
S -1.320 -2.584 3.546
C 0.311 -3.196 4.047
C 1.445 -2.195 4.232
S 1.797 -1.189 2.750
C 1.807 0.505 3.420
C 0.533 0.976 4.116
S -0.940 0.862 3.054
H -2.994 -0.082 3.539
H -2.366 0.736 4.977
H -0.869 -1.217 5.453
H -2.560 -1.660 5.359
H 0.200 -3.775 4.967
H 0.556 -3.901 3.248
H 1.254 -1.518 5.065
H 2.350 -2.755 4.472
H 2.658 0.612 4.097
H 2.011 1.112 2.533
H 0.339 0.400 5.019
H 0.660 2.018 4.416
F -7.934 1.872 -1.672
C -6.631 1.833 -1.361
C -5.850 2.955 -1.652
F -6.461 4.100 -2.023
C -4.487 2.891 -1.490
F -3.782 4.003 -1.789
C -3.858 1.732 -1.042
P -2.038 1.469 -1.111
C -1.335 2.964 -0.328
C -0.058 3.404 -0.688
C 0.556 4.429 0.015
C -0.088 5.028 1.089
C -1.351 4.586 1.463
C -1.966 3.557 0.766
C -1.605 1.670 -2.866
C -1.559 2.887 -3.546
C -1.163 2.940 -4.874
C -0.815 1.782 -5.555
C -0.869 0.564 -4.895
C -1.256 0.514 -3.565
C -4.657 0.653 -0.694
Br -3.989 -0.600 1.044
C -6.035 0.717 -0.841
F -6.823 -0.345 -0.550
H 0.472 2.930 -1.505
H 1.554 4.741 -0.269
H 0.395 5.827 1.640
H -1.855 5.038 2.310
H -2.944 3.201 1.070
H -1.809 3.799 -3.017
H -1.108 3.897 -5.380
H -0.484 1.830 -6.584
H -0.573 -0.343 -5.408
H -1.266 -0.433 -3.038
C 4.084 -2.455 0.045
As 2.265 -2.706 -0.695
C 2.824 -2.623 -2.587
C 2.421 0.948 -0.659
C 3.054 1.381 -1.821
C 2.376 1.542 -3.075
C 3.027 1.975 -4.214
C 4.392 2.280 -4.216
C 5.088 2.124 -3.010
C 4.456 1.697 -1.859
H 4.490 -1.549 -0.409
H 4.709 -3.314 -0.201
H 4.050 -2.326 1.126
H 3.697 -1.980 -2.704
H 2.012 -2.197 -3.179
H 3.046 -3.627 -2.950
H 2.949 0.890 0.286
H 1.352 0.769 -0.647
H 1.322 1.296 -3.129
H 2.456 2.075 -5.134
H 4.895 2.613 -5.117
H 6.152 2.344 -2.975
H 5.032 1.589 -0.944
C 1.994 -4.576 -0.451
C 1.058 -5.045 0.496
C 1.425 -5.919 1.575
C 0.490 -6.436 2.453
C -0.869 -6.132 2.333
C -1.269 -5.309 1.282
C -0.348 -4.778 0.388
H 2.470 -6.185 1.679
H 0.825 -7.091 3.253
H -1.595 -6.537 3.027
H -2.322 -5.082 1.149
H -0.711 -4.231 -0.476
*
```

---

4.
An isolated ion of composition C4H8NO3 and charge -1 in a non-equilibrium geometry, computed with ωB97M-V with the def2-TZVPD basis set.

Properties
HOMO-LUMO gap	6.004	eV
SMILES	N[C@H](C[O-])CC(=O)O
energy above the lowest of the compared OMol25 structures with the same formula, charge and spin	263.4	kJ/mol
lowest unoccupied orbital energy	3.256	eV

The geometry in ORCA input format:
```
! RIJCOSX wB97M-V def2-TZVPD def2/J DEFGRID3
* xyz -1 1
N 0.552 0.089 -1.687
C -0.248 0.012 -0.477
C -1.560 0.920 -0.599
O -1.759 1.336 -1.873
C 0.500 0.253 0.830
C 1.292 -0.959 1.190
O 2.457 -1.172 0.969
O 0.528 -1.882 1.836
H 0.994 1.009 -1.689
H -0.207 0.301 -2.355
H -0.681 -0.998 -0.468
H -1.432 1.805 0.087
H -2.418 0.342 -0.188
H -0.264 0.468 1.581
H 1.159 1.120 0.795
H 1.087 -2.644 2.046
*
```

---

5.
C19H15MnN3O3S4Se2 as an isolated structure, computed with ωB97M-V with the def2-TZVPD basis set.

Properties
HOMO-LUMO gap (spin up / spin down)	5.439 / 7.546	eV
expectation value of S²	6.30
energy above the lowest of the compared OMol25 structures with the same formula, charge and spin	95.3	kJ/mol
lowest unoccupied orbital energy (spin up / spin down)	-5.779 / -3.910	eV

The geometry in ORCA input format:
```
! RIJCOSX wB97M-V def2-TZVPD def2/J DEFGRID3
* xyz 1 5
Mn 0.267 -0.641 1.088
Se -0.595 0.611 3.575
Se -2.374 1.707 2.607
C -2.661 0.656 1.011
C -3.958 0.633 0.515
C -4.223 -0.101 -0.626
C -3.178 -0.757 -1.264
C -1.911 -0.637 -0.739
N -1.649 0.044 0.397
C 0.794 1.646 2.696
C 1.368 2.730 3.316
C 2.226 3.534 2.573
C 2.395 3.250 1.233
C 1.773 2.136 0.687
N 1.027 1.300 1.416
H -4.734 1.175 1.036
H -5.234 -0.165 -1.005
H -3.339 -1.355 -2.149
H -1.060 -1.093 -1.236
H 1.130 2.943 4.348
H 2.722 4.379 3.030
H 3.027 3.853 0.601
H 1.892 1.900 -0.352
O 5.061 1.569 -0.890
S 4.735 0.436 -1.711
O 4.820 0.571 -3.126
N 3.180 -0.061 -1.280
C 3.228 -1.177 -0.645
S 1.806 -1.967 -0.059
C 4.554 -1.814 -0.514
C 4.879 -3.031 0.059
C 6.209 -3.433 0.030
C 7.190 -2.626 -0.532
C 6.864 -1.399 -1.103
C 5.541 -1.028 -1.091
H 4.115 -3.647 0.514
H 6.478 -4.393 0.450
H 8.220 -2.955 -0.525
H 7.621 -0.770 -1.552
C 1.106 -5.034 3.987
O 0.198 -4.422 3.056
C 0.302 -3.171 2.724
S 1.448 -2.075 3.249
S -0.896 -2.605 1.631
H 0.503 -5.634 4.662
H 1.669 -4.284 4.537
H 1.789 -5.676 3.436
*
```

---

6.
C28H43BrN2P2Pt as an isolated structure in a non-equilibrium geometry, computed with ωB97M-V with the def2-TZVPD basis set.

Properties
HOMO-LUMO gap (spin up / spin down)	4.608 / 4.351	eV
expectation value of S²	6.05
energy above the lowest of the compared OMol25 structures with the same formula, charge and spin	298.5	kJ/mol
lowest unoccupied orbital energy (spin up / spin down)	-13.994 / -14.848	eV

The geometry in ORCA input format:
```
! RIJCOSX wB97M-V def2-TZVPD def2/J DEFGRID3
* xyz 4 5
C 2.213 -0.792 -5.999
C 2.677 -0.988 -4.682
C 3.664 -0.128 -4.141
C 4.188 0.867 -4.968
N 3.740 1.025 -6.213
C 2.815 0.227 -6.738
C 2.145 -1.990 -3.818
C 1.613 -2.808 -3.077
C 1.065 -3.300 -1.874
C -0.235 -3.821 -1.943
C -1.078 -3.634 -0.846
C -0.522 -2.941 0.232
C 0.875 -2.934 0.487
C 1.680 -3.006 -0.638
Pt -1.657 -1.488 1.038
P -1.073 0.429 -0.320
H 3.994 -0.221 -3.099
H 1.412 -1.415 -6.406
H 4.980 1.517 -4.587
H 2.543 0.381 -7.786
H 2.762 -2.800 -0.615
H -0.582 -4.225 -2.896
H 1.247 -2.730 1.493
H -2.147 -3.825 -0.859
C -1.905 2.081 -0.074
C -1.260 3.373 -0.598
H -2.069 2.144 1.014
H -2.899 1.979 -0.534
H -1.879 4.217 -0.261
H -0.246 3.551 -0.216
H -1.249 3.420 -1.698
C 0.746 0.710 -0.341
C 1.278 1.292 -1.650
H 1.215 -0.267 -0.147
H 0.983 1.352 0.523
H 2.344 1.525 -1.536
H 1.203 0.566 -2.470
H 0.770 2.221 -1.944
C -1.484 -0.151 -2.012
C -1.796 0.948 -3.025
H -2.338 -0.833 -1.888
H -0.633 -0.770 -2.343
H -2.094 0.464 -3.962
H -2.626 1.598 -2.718
H -0.914 1.567 -3.237
Br -1.949 0.200 2.839
P 0.634 0.866 3.985
C 0.962 2.485 3.246
C 1.277 3.502 4.334
H 0.065 2.772 2.667
H 1.788 2.383 2.522
H 1.554 4.445 3.850
H 0.402 3.669 4.974
H 2.117 3.172 4.959
C 0.067 0.744 5.710
C 0.932 -0.044 6.678
H -0.905 0.233 5.585
H -0.142 1.762 6.061
H 0.361 -0.138 7.601
H 1.163 -1.049 6.323
H 1.860 0.464 6.931
C 2.028 -0.253 3.617
C 3.341 0.295 4.167
H 2.064 -0.394 2.520
H 1.782 -1.247 4.031
H 4.144 -0.414 3.937
H 3.595 1.258 3.707
H 3.301 0.412 5.257
C -6.182 -1.956 -1.856
C -5.999 -2.034 -0.313
C -4.634 -1.785 0.092
N -3.536 -1.636 0.462
H -6.163 -0.912 -2.193
H -7.128 -2.383 -2.200
H -5.380 -2.501 -2.374
H -6.617 -1.267 0.189
H -6.266 -3.034 0.061
*
```

---

7.
C18H23N2OReS3 as an isolated structure, computed with ωB97M-V with the def2-TZVPD basis set.

Properties
HOMO-LUMO gap (spin up / spin down)	6.765 / 7.440	eV
expectation value of S²	0.76
energy above the lowest of the compared OMol25 structures with the same formula, charge and spin	2.4	kJ/mol
lowest unoccupied orbital energy (spin up / spin down)	-4.617 / -4.633	eV

The geometry in ORCA input format:
```
! RIJCOSX wB97M-V def2-TZVPD def2/J DEFGRID3
* xyz 1 2
Re 0.315 -0.199 0.292
C 1.822 1.300 -0.467
C 2.468 0.676 0.626
C 2.616 -0.725 0.342
C 2.078 -0.973 -0.950
C 1.560 0.275 -1.455
C 1.016 0.516 -2.828
C 2.141 -2.271 -1.686
C 3.272 -1.736 1.227
C 2.922 1.367 1.867
C 1.606 2.767 -0.653
H 0.270 1.309 -2.824
H 0.557 -0.380 -3.241
H 1.828 0.819 -3.493
H 2.021 -3.122 -1.017
H 3.112 -2.364 -2.177
H 1.372 -2.333 -2.454
H 2.864 -2.731 1.058
H 3.148 -1.486 2.279
H 4.344 -1.777 1.022
H 2.992 0.679 2.705
H 2.247 2.176 2.142
H 3.912 1.797 1.697
H 0.729 2.967 -1.266
H 2.472 3.208 -1.151
H 1.474 3.275 0.302
S -1.495 1.187 0.019
C -2.721 0.273 -0.799
C -3.965 0.931 -1.057
N -4.951 1.489 -1.248
C -2.482 -1.004 -1.163
S -0.942 -1.717 -0.749
C -3.426 -1.826 -1.851
N -4.167 -2.519 -2.388
O 0.261 0.212 2.324
S -0.429 -0.394 3.571
C -1.938 0.614 3.754
C -3.144 -0.312 3.603
C -2.734 -1.403 2.619
C -1.362 -1.866 3.088
H -1.857 1.333 2.938
H -1.889 1.139 4.706
H -4.009 0.252 3.258
H -3.403 -0.752 4.568
H -2.668 -0.995 1.610
H -3.438 -2.234 2.601
H -0.766 -2.424 2.364
H -1.425 -2.448 4.011
*
```